Below is a 8-piece molecular cluster, C23H65N3O11 overall, with properties calculated with ωB97M-V/def2-TZVPD.

Computed properties:
- highest occupied orbital energy (eV) = -8.5
- SMILES = COCCNCCOC.COCCNCCOC.COCCNCCOC.CO.CO.CO.CO.CO

The geometry in ORCA input format:
```
! RIJCOSX wB97M-V def2-TZVPD def2/J DEFGRID3
* xyz 0 1
C -2.119 -0.196 -3.098
O -3.212 -0.610 -2.269
C -2.821 -1.317 -1.062
C -3.876 -1.212 0.057
N -4.013 0.151 0.615
C -5.010 0.929 -0.082
C -5.006 2.358 0.308
O -5.997 3.133 -0.386
C -6.105 4.419 0.102
H -1.566 -1.031 -3.529
H -1.388 0.315 -2.471
H -2.391 0.595 -3.796
H -1.935 -0.814 -0.674
H -2.679 -2.378 -1.270
H -3.543 -1.860 0.867
H -4.852 -1.613 -0.215
H -3.086 0.546 0.558
H -6.035 0.593 0.074
H -4.774 0.919 -1.146
H -4.057 2.882 0.195
H -5.206 2.385 1.379
H -5.114 4.872 0.094
H -6.651 4.602 1.028
H -6.679 4.986 -0.632
C 4.549 0.639 -3.184
O 5.460 1.118 -2.295
C 4.908 1.583 -1.061
C 6.002 1.667 0.039
N 6.653 2.950 -0.055
C 7.856 3.076 0.795
C 8.280 4.579 0.855
O 8.778 5.009 -0.453
C 9.804 4.279 -1.016
H 3.771 1.375 -3.386
H 4.048 -0.226 -2.749
H 5.075 0.378 -4.102
H 4.195 0.842 -0.702
H 4.362 2.487 -1.331
H 6.694 0.840 -0.119
H 5.554 1.554 1.026
H 6.815 3.174 -1.026
H 8.758 2.539 0.501
H 7.634 2.730 1.804
H 9.097 4.668 1.571
H 7.402 5.193 1.054
H 9.466 3.334 -1.441
H 10.621 4.107 -0.316
H 10.076 4.852 -1.902
C -7.594 -1.984 1.707
O -6.908 -2.903 2.567
C -7.023 -2.451 3.954
C -6.095 -3.135 4.957
N -4.790 -2.515 5.113
C -3.877 -3.118 4.164
C -2.437 -2.457 4.090
O -1.781 -2.990 3.005
C -0.524 -2.431 2.603
H -7.563 -2.502 0.748
H -7.174 -0.992 1.549
H -8.583 -1.851 2.146
H -8.066 -2.582 4.243
H -6.802 -1.399 4.134
H -6.078 -4.204 4.746
H -6.624 -3.193 5.908
H -4.343 -2.852 5.954
H -4.341 -3.073 3.179
H -3.839 -4.179 4.407
H -1.966 -2.646 5.054
H -2.482 -1.385 3.896
H -0.262 -2.880 1.645
H 0.236 -2.562 3.374
H -0.670 -1.351 2.560
C 0.817 -1.879 -4.902
O -0.027 -2.940 -4.473
H 0.530 -1.392 -5.834
H 0.695 -1.047 -4.209
H 1.876 -2.126 -4.824
H 0.188 -3.812 -4.811
C 2.354 -4.327 0.057
O 2.068 -3.478 1.204
H 1.998 -3.919 -0.889
H 3.433 -4.443 -0.051
H 2.063 -5.376 0.104
H 2.657 -3.735 1.918
C 2.620 1.669 1.832
O 2.326 1.876 0.517
H 1.764 1.222 2.337
H 3.447 0.960 1.868
H 2.953 2.559 2.365
H 1.879 1.049 0.324
C 0.122 1.970 -5.095
O 0.323 2.127 -3.717
H -0.722 1.309 -5.292
H -0.225 2.897 -5.551
H 1.072 1.594 -5.476
H -0.438 2.504 -3.268
C 1.268 -1.062 -1.504
O 1.469 -0.892 -0.076
H 2.162 -1.423 -2.014
H 0.451 -1.768 -1.649
H 1.051 -0.091 -1.949
H 1.671 -1.788 0.205
*
```

---

Below is C23H66AsF6O10 as an isolated structure, with properties calculated with ωB97M-V/def2-TZVPD.

Computed properties:
- highest occupied orbital energy (eV) = -8.3

The geometry in ORCA input format:
```
! RIJCOSX wB97M-V def2-TZVPD def2/J DEFGRID3
* xyz -1 1
As -0.467 1.722 -0.475
F 1.180 2.434 -0.570
F -0.288 1.521 1.287
F -2.068 0.900 -0.298
F -0.660 1.870 -2.238
F 0.242 0.088 -0.805
F -1.307 3.327 -0.266
C 4.841 -0.464 4.639
C 6.091 -0.559 5.489
O 5.865 -0.068 6.722
H 4.455 0.505 4.324
H 3.966 -0.876 5.142
H 4.891 -1.014 3.700
H 6.955 0.034 5.190
H 6.366 -1.600 5.659
H 5.921 0.883 6.606
C -8.742 6.867 -1.073
C -7.448 6.237 -1.562
O -6.602 7.170 -2.110
H -9.385 7.142 -1.909
H -8.562 7.743 -0.449
H -9.227 6.141 -0.421
H -7.707 5.446 -2.266
H -6.820 5.788 -0.792
H -5.742 6.751 -2.191
C 0.055 -5.257 2.675
C -0.929 -6.481 2.362
O -1.075 -7.058 3.629
H -0.443 -4.467 3.236
H 0.403 -4.966 1.683
H 0.908 -5.473 3.318
H -0.370 -7.129 1.688
H -1.954 -6.310 2.033
H -0.310 -7.596 3.843
C -4.119 -5.054 -3.716
C -2.997 -4.127 -3.421
O -1.779 -4.680 -3.756
H -4.176 -5.084 -4.805
H -5.035 -4.678 -3.260
H -4.060 -6.042 -3.259
H -2.852 -3.913 -2.362
H -2.973 -3.214 -4.017
H -1.153 -4.073 -3.355
C -1.054 -0.239 -9.822
C -0.752 -0.968 -8.515
O -1.273 -2.248 -8.667
H -0.818 0.824 -9.866
H -2.126 -0.075 -9.932
H -0.515 -0.734 -10.630
H -1.250 -0.378 -7.745
H 0.305 -0.909 -8.255
H -1.052 -2.706 -7.853
C 8.500 2.544 -2.716
C 7.798 1.378 -2.089
O 8.014 0.343 -2.995
H 8.092 3.463 -2.294
H 8.352 2.570 -3.796
H 9.560 2.442 -2.484
H 6.818 1.746 -1.787
H 8.372 1.047 -1.224
H 7.351 -0.338 -2.861
C -9.820 -2.273 -0.146
C -8.350 -2.124 0.245
O -7.836 -1.401 -0.856
H -9.852 -2.866 -1.060
H -10.388 -1.358 -0.315
H -10.326 -2.770 0.682
H -7.726 -3.001 0.415
H -8.279 -1.465 1.111
H -6.914 -1.197 -0.687
C -4.616 0.651 7.317
C -3.934 0.924 6.015
C -4.444 2.268 5.510
O -2.563 1.078 6.302
H -4.762 1.545 7.923
H -4.011 -0.012 7.935
H -5.504 0.047 7.127
H -3.964 0.054 5.358
H -5.519 2.428 5.586
H -4.087 2.542 4.517
H -3.984 3.095 6.051
H -2.134 1.093 5.443
C 4.592 6.489 3.273
C 4.045 7.403 2.208
C 4.065 8.877 2.576
O 4.756 7.200 0.995
H 5.574 6.793 3.636
H 4.889 5.516 2.880
H 3.934 6.398 4.137
H 3.038 7.086 1.935
H 3.651 9.414 1.723
H 5.109 9.188 2.538
H 3.611 9.186 3.518
H 4.314 6.582 0.409
C 6.293 -6.059 -3.341
C 5.425 -5.538 -2.192
C 6.018 -5.775 -0.786
O 5.191 -4.121 -2.172
H 6.493 -7.127 -3.253
H 7.222 -5.488 -3.347
H 5.774 -6.028 -4.299
H 4.490 -6.084 -2.313
H 6.842 -5.065 -0.726
H 6.441 -6.778 -0.837
H 5.333 -5.672 0.056
H 4.705 -3.804 -1.408
*
```

---

Below is a 9-piece molecular cluster, C23H66BIN20O15P overall, with properties calculated with ωB97M-V/def2-TZVPD.

Computed properties:
- highest occupied orbital energy (eV) = -10.5

The geometry in ORCA input format:
```
! RIJCOSX wB97M-V def2-TZVPD def2/J DEFGRID3
* xyz 1 1
C 4.182 0.287 -0.673
C 4.501 1.769 -0.826
O 3.674 2.340 -1.832
C 3.484 3.735 -1.695
C 2.215 4.020 -0.891
C 0.965 4.105 -1.759
C -0.306 4.450 -0.973
C -0.690 3.399 0.081
C -1.863 2.503 -0.300
C -1.688 1.807 -1.663
P -0.544 0.418 -1.848
O -1.144 -0.818 -1.318
O -0.330 0.469 -3.427
O 0.904 0.780 -1.322
N -3.029 3.439 -0.520
C -4.267 2.778 -0.633
N -5.103 3.412 -1.393
B -4.656 4.757 -2.000
N -4.011 4.807 -3.299
O -4.897 5.839 -1.222
N -4.593 1.603 -0.018
C -3.462 0.712 0.400
O -3.932 -0.085 1.425
C -4.776 -1.169 1.007
C -3.989 -2.383 0.485
C -4.118 -2.606 -1.031
O -4.379 -3.542 1.227
C -2.322 1.596 0.882
I -0.809 0.515 1.912
H 3.511 0.111 0.172
H 5.097 -0.275 -0.496
H 3.713 -0.077 -1.588
H 4.345 2.286 0.130
H 5.557 1.904 -1.086
H 4.346 4.176 -1.181
H 3.425 4.154 -2.704
H 2.133 3.219 -0.150
H 2.324 4.963 -0.344
H 0.830 3.159 -2.300
H 1.118 4.868 -2.530
H -0.133 5.395 -0.456
H -1.130 4.640 -1.669
H -1.005 3.925 0.990
H 0.176 2.802 0.359
H -1.387 2.592 -2.360
H -2.624 1.387 -2.049
H 0.541 0.136 -3.686
H 1.027 0.560 -0.384
H -3.066 4.059 0.292
H -6.027 3.020 -1.535
H -4.699 4.649 -4.036
H -3.370 4.021 -3.398
H -5.453 6.539 -1.588
H -5.226 1.742 0.769
H -3.139 0.097 -0.443
H -5.519 -0.825 0.280
H -5.326 -1.475 1.893
H -2.928 -2.201 0.678
H -4.887 -1.966 -1.475
H -4.394 -3.639 -1.259
H -3.176 -2.397 -1.534
H -4.962 -4.087 0.684
H -2.739 2.269 1.638
C -8.228 -2.479 2.675
O -7.837 -1.319 2.727
N -7.381 -3.538 2.580
N -9.556 -2.804 2.713
H -7.694 -4.494 2.518
H -6.396 -3.343 2.562
H -10.216 -2.054 2.797
H -9.877 -3.752 2.681
C 7.762 -0.951 1.493
O 6.694 -0.760 0.923
N 7.925 -0.685 2.824
N 8.860 -1.442 0.864
H 8.783 -0.856 3.314
H 7.133 -0.330 3.324
H 8.757 -1.680 -0.104
H 9.724 -1.665 1.328
C -2.262 8.592 -4.193
O -3.059 9.119 -3.434
N -2.079 7.236 -4.212
N -1.503 9.309 -5.074
H -1.438 6.766 -4.822
H -2.644 6.699 -3.579
H -1.623 10.304 -5.077
H -0.844 8.893 -5.704
C 11.330 -4.309 1.063
O 10.667 -3.558 1.767
N 11.486 -5.628 1.333
N 11.974 -3.875 -0.067
H 12.040 -6.248 0.761
H 11.021 -5.994 2.143
H 11.897 -2.905 -0.307
H 12.501 -4.488 -0.660
C -1.619 7.296 1.460
O -1.099 6.190 1.548
N -0.874 8.433 1.404
N -2.971 7.478 1.407
H -1.269 9.351 1.329
H 0.123 8.333 1.447
H -3.557 6.669 1.462
H -3.401 8.381 1.329
C -3.146 -6.244 4.586
O -2.682 -7.087 5.330
N -2.918 -6.242 3.236
N -3.940 -5.221 5.034
H -3.303 -5.552 2.618
H -2.337 -6.970 2.866
H -4.130 -5.186 6.018
H -4.320 -4.515 4.433
C 14.413 -7.915 -0.476
O 13.220 -7.745 -0.259
N 15.365 -7.030 -0.062
N 14.871 -9.009 -1.146
H 16.345 -7.157 -0.227
H 15.060 -6.225 0.452
H 14.190 -9.675 -1.458
H 15.841 -9.176 -1.334
C -9.140 -6.837 0.829
O -8.349 -5.967 1.175
N -8.733 -8.101 0.532
N -10.478 -6.602 0.710
H -9.358 -8.831 0.246
H -7.755 -8.303 0.618
H -10.806 -5.674 0.898
H -11.137 -7.302 0.427
*
```

---

E_tot / Ha: -1906.9008; -4503.2615; -3803.9331
Orbital gap / eV: 8.781; 10.120; 7.568